Entry 1:
{"formula": "C25H24BrCrNO2", "method": "wB97M-V/def2-TZVPD", "species": ["C", "C", "C", "H", "C", "C", "H", "H", "H", "H", "Cr", "Br", "C", "C", "C", "H", "C", "C", "H", "H", "H", "H", "C", "C", "C", "C", "C", "C", "N", "C", "C", "C", "C", "C", "C", "C", "O", "O", "C", "C", "H", "H", "H", "H", "H", "H", "H", "H", "H", "H", "H", "H", "H", "H"], "positions_angstrom": [[-0.56414, -0.99098, -4.63613], [-0.51391, 0.33432, -4.18282], [0.69959, 0.49854, -3.47090], [-1.27617, 1.08157, -4.30515], [1.39936, -0.72097, -3.50897], [0.61090, -1.65582, -4.19461], [0.86320, -2.68797, -4.36283], [-1.36054, -1.43270, -5.20759], [1.00858, 1.38388, -2.94846], [2.34074, -0.91906, -3.03471], [-0.61109, -1.01964, -2.34152], [-1.38671, 1.17247, -1.27370], [-1.73946, -2.19471, -0.71316], [-1.07978, -3.11735, -1.56165], [-1.64908, -3.00309, -2.83749], [-0.25835, -3.75086, -1.28195], [-2.65227, -1.99894, -2.78731], [-2.72471, -1.53258, -1.46664], [-3.37197, -0.75589, -1.10863], [-1.49454, -1.99583, 0.31288], [-1.36724, -3.56991, -3.70629], [-3.25940, -1.65944, -3.60785], [-2.05786, -0.78638, 4.17767], [-1.85470, 0.39661, 3.26363], [-2.92333, 1.28657, 3.09871], [-2.80621, 2.38461, 2.26893], [-1.62813, 2.60595, 1.57862], [-0.51678, 1.74252, 1.69123], [0.60250, 2.08321, 0.85639], [1.94411, 1.69305, 1.01111], [2.75778, 2.55611, 1.77201], [4.12144, 2.32905, 1.91576], [4.70436, 1.24278, 1.28917], [3.92803, 0.38838, 0.51416], [2.52252, 0.57337, 0.33978], [1.83701, -0.40444, -0.60063], [2.64991, -1.36690, -0.97896], [0.56464, -0.80652, -0.65723], [-0.62183, 0.61082, 2.57615], [0.47911, -0.39902, 2.83712], [-1.92601, -1.72875, 3.60470], [-1.33212, -0.75316, 5.01459], [-3.07898, -0.80127, 4.61383], [-3.86137, 1.12906, 3.61598], [-3.63762, 3.06731, 2.14747], [-1.58653, 3.46980, 0.92492], [0.51931, 2.99460, 0.37430], [2.32582, 3.42690, 2.24873], [4.73183, 3.00482, 2.50085], [5.76876, 1.06591, 1.38669], [4.46602, -0.42188, 0.03934], [0.15047, -1.40698, 2.51103], [1.43781, -0.22157, 2.36691], [0.70701, -0.41961, 3.92252]], "mulliken_charge": [-0.720, -0.640, -0.654, 0.403, -0.668, -0.654, 0.458, 0.504, 0.431, 0.812, 0.640, -0.510, -0.413, -0.581, -0.371, 0.409, -0.635, -0.695, 0.555, 0.190, 0.559, 0.391, -1.311, 0.987, -0.982, -0.739, -0.508, -0.446, 0.639, -0.263, -0.304, -0.564, -0.588, -0.953, 0.136, 0.543, -0.808, -0.098, 1.281, -1.234, 0.250, 0.275, 0.354, 0.244, 0.346, 0.258, 0.328, 0.431, 0.343, 0.374, 0.410, 0.147, 0.188, 0.452], "relative_energy_ev": 0.283, "total_charge": -2, "spin_multiplicity": 5, "s_squared": 6.025, "lumo_energy_ev": [4.88, 4.88], "homo_ev": [1.1533, -0.6363]}

***

Entry 2:
{"formula": "C20H70FN31O19S", "method": "wB97M-V/def2-TZVPD", "species": ["C", "C", "O", "C", "N", "C", "C", "O", "S", "O", "O", "F", "H", "H", "H", "H", "H", "H", "H", "H", "H", "H", "C", "O", "N", "N", "H", "H", "H", "H", "C", "O", "N", "N", "H", "H", "H", "H", "C", "O", "N", "N", "H", "H", "H", "H", "C", "O", "N", "N", "H", "H", "H", "H", "C", "O", "N", "N", "H", "H", "H", "H", "C", "O", "N", "N", "H", "H", "H", "H", "C", "O", "N", "N", "H", "H", "H", "H", "C", "O", "N", "N", "H", "H", "H", "H", "C", "O", "N", "N", "H", "H", "H", "H", "C", "O", "N", "N", "H", "H", "H", "H", "C", "O", "N", "N", "H", "H", "H", "H", "C", "O", "N", "N", "H", "H", "H", "H", "C", "O", "N", "N", "H", "H", "H", "H", "C", "O", "N", "N", "H", "H", "H", "H", "C", "O", "N", "N", "H", "H", "H", "H"], "positions_angstrom": [[3.25039, 4.59079, -3.46987], [2.46189, 4.20826, -4.71905], [3.14132, 4.76616, -5.86314], [1.05652, 4.82206, -4.68566], [0.34027, 4.48225, -3.43250], [-0.38725, 5.57211, -2.72177], [-1.40478, 6.33607, -3.54988], [-2.55907, 6.48650, -3.17702], [-0.68576, 3.24176, -3.54640], [-1.73263, 3.43404, -4.48731], [-1.01194, 2.77704, -2.25018], [0.26401, 2.20098, -4.17888], [3.34327, 3.75254, -2.78200], [2.83604, 5.47056, -2.96609], [4.26598, 4.84411, -3.80087], [2.40478, 3.11722, -4.82896], [2.59025, 4.64765, -6.65706], [0.47013, 4.51859, -5.56729], [1.19150, 5.91024, -4.74462], [-0.94662, 5.09898, -1.90714], [0.37781, 6.22650, -2.28372], [-1.06467, 6.77616, -4.51613], [1.88234, 4.01974, -0.14276], [1.62863, 5.10968, -0.64746], [1.20331, 2.89270, -0.47125], [2.90274, 3.85899, 0.74940], [1.38844, 1.98200, -0.08008], [0.49775, 2.96337, -1.18537], [3.44516, 4.67032, 1.00614], [3.12222, 2.97351, 1.16650], [-4.53903, 0.57315, -2.66407], [-5.63804, 0.18324, -2.28135], [-3.50929, -0.28792, -2.87047], [-4.28310, 1.89051, -2.88832], [-2.59786, -0.00362, -3.17802], [-3.67878, -1.26844, -2.70605], [-5.03539, 2.53208, -2.71528], [-3.40417, 2.25615, -3.20473], [4.16681, 0.84749, -1.95632], [4.24543, 1.76450, -2.75772], [3.14607, -0.04981, -1.93588], [5.13363, 0.66209, -1.00181], [3.08349, -0.80526, -1.27618], [2.41956, 0.06593, -2.61840], [5.88069, 1.33181, -0.98063], [5.11196, -0.07863, -0.32373], [-4.00728, -4.02558, -3.16861], [-3.09364, -3.21098, -3.00403], [-3.88875, -5.29983, -2.73105], [-5.17790, -3.69046, -3.75302], [-4.59851, -6.01516, -2.80162], [-3.02167, -5.52478, -2.27589], [-5.29070, -2.74076, -4.06178], [-5.94228, -4.33315, -3.89457], [3.43477, 6.53273, 3.49467], [4.19553, 6.37394, 2.54761], [2.08289, 6.40063, 3.35048], [3.88739, 6.85949, 4.73044], [1.43366, 6.52889, 4.10320], [1.73833, 6.16646, 2.43504], [4.88382, 6.96982, 4.83810], [3.29444, 7.02003, 5.52243], [-0.12093, -0.18980, 1.51977], [0.68019, 0.18184, 0.67275], [-0.26860, -1.49649, 1.85279], [-0.94879, 0.68296, 2.16163], [-0.97483, -1.81907, 2.48971], [0.32487, -2.16797, 1.39734], [-0.87767, 1.65329, 1.91287], [-1.63770, 0.39309, 2.83065], [-8.66157, -4.03584, -3.36809], [-8.11746, -4.40215, -4.39879], [-9.13768, -4.92649, -2.44883], [-8.81857, -2.71968, -3.05346], [-9.58479, -4.65338, -1.59417], [-9.01770, -5.90278, -2.65219], [-8.46082, -2.04167, -3.70224], [-9.24808, -2.39975, -2.20601], [-0.96422, -4.54419, 0.39120], [-0.50120, -4.94062, 1.45116], [-2.12168, -3.83537, 0.31716], [-0.36135, -4.77371, -0.81113], [-2.49721, -3.50605, -0.55856], [-2.59762, -3.61300, 1.17268], [0.50562, -5.28029, -0.80916], [-0.72278, -4.41922, -1.67960], [3.41748, -4.02698, 1.99117], [3.42707, -3.31416, 0.99415], [2.38617, -4.82775, 2.33411], [4.48313, -4.06871, 2.85871], [2.41772, -5.38789, 3.17044], [1.57081, -4.84620, 1.74103], [5.28081, -3.49999, 2.64560], [4.49618, -4.67235, 3.66153], [-5.66161, -7.28026, -0.57056], [-5.84926, -7.43264, -1.76982], [-5.47104, -8.33795, 0.26805], [-5.62325, -6.04926, 0.01211], [-5.30722, -8.24085, 1.25243], [-5.48795, -9.25526, -0.13908], [-5.74116, -5.25027, -0.58547], [-5.45758, -5.90733, 0.99088], [-3.59685, -1.76328, 0.57152], [-3.14496, -2.45354, 1.48403], [-4.92626, -1.53684, 0.43718], [-2.79046, -1.18818, -0.36364], [-5.32679, -0.96844, -0.28611], [-5.53043, -1.91522, 1.14453], [-1.80088, -1.34334, -0.28219], [-3.13487, -0.62821, -1.12336], [3.32118, -5.88985, 6.05518], [3.01647, -6.24237, 4.92595], [3.77076, -6.77208, 6.99044], [3.23298, -4.58875, 6.45509], [4.02535, -6.50777, 7.92333], [3.84318, -7.73484, 6.71525], [2.89151, -3.92204, 5.78495], [3.47641, -4.27528, 7.37579], [8.91256, -0.70041, -3.11378], [9.45990, -1.34612, -3.98718], [7.58136, -0.40466, -3.13275], [9.60142, -0.21567, -2.03042], [7.11345, 0.12283, -2.41911], [7.04694, -0.74150, -3.91278], [10.58357, -0.41539, -1.98757], [9.17711, 0.32113, -1.29839], [7.30210, 8.66704, 4.96795], [6.53825, 8.05325, 5.69723], [8.30903, 9.44316, 5.46433], [7.20024, 8.61886, 3.60981], [8.94707, 9.95613, 4.88602], [8.40169, 9.49229, 6.46226], [6.46620, 8.05399, 3.21360], [7.81564, 9.11510, 2.99329], [-6.43008, -0.90650, 4.10813], [-6.47152, -0.52433, 2.95246], [-5.75468, -2.03511, 4.47878], [-7.04581, -0.22844, 5.12268], [-5.70484, -2.36357, 5.42451], [-5.26161, -2.53684, 3.76005], [-7.54706, 0.60574, 4.87752], [-7.02116, -0.52227, 6.08062]], "mulliken_charge": [-0.814, 0.729, -0.601, -1.582, 0.807, -0.851, 0.040, -0.490, 1.193, -0.670, -0.799, -0.279, -0.142, 0.229, 0.478, 0.208, 0.348, 0.511, 0.424, 0.307, 0.477, 0.331, 0.648, -0.700, 0.427, -0.294, 0.024, -0.143, 0.149, 0.134, 0.668, -0.741, -0.248, -0.342, 0.032, 0.257, 0.203, 0.120, 0.818, -0.714, -0.284, -0.445, 0.104, 0.172, 0.260, 0.107, 0.539, -0.735, -0.249, -0.227, 0.168, 0.147, 0.180, 0.150, 0.758, -0.685, -0.376, -0.302, 0.154, 0.212, 0.139, 0.139, 0.506, -0.679, -0.170, -0.281, 0.094, -0.019, 0.197, 0.176, 0.723, -0.712, -0.397, -0.363, 0.163, 0.221, 0.201, 0.158, 0.529, -0.830, 0.194, -0.316, -0.089, 0.065, 0.222, 0.151, 0.613, -0.711, -0.164, -0.320, 0.236, 0.142, 0.206, 0.120, 0.689, -0.700, -0.409, -0.258, 0.156, 0.227, 0.126, 0.160, 0.649, -0.868, -0.136, 0.133, 0.037, 0.129, -0.013, 0.231, 0.628, -0.688, -0.434, -0.371, 0.153, 0.225, 0.234, 0.165, 0.576, -0.638, -0.245, -0.355, 0.136, 0.162, 0.200, 0.156, 0.704, -0.677, -0.421, -0.327, 0.156, 0.219, 0.146, 0.171, 0.663, -0.588, -0.329, -0.446, 0.172, 0.185, 0.223, 0.148], "total_charge": 0, "lumo_energy_ev": 0.21, "homo_ev": -8.5156}

***

Q: Which maximum force values were calculated for the entries above? A: 7.877 6.072, in eV Å⁻¹.